No. 1
{"formula": "C29H65CaN4O14", "method": "ωB97M-V/def2-TZVPD", "symbols": ["Ca", "O", "C", "O", "O", "H", "C", "C", "C", "O", "C", "C", "C", "O", "O", "O", "H", "H", "C", "C", "O", "H", "H", "H", "H", "H", "H", "C", "C", "O", "H", "H", "H", "H", "H", "H", "C", "C", "O", "H", "H", "H", "H", "H", "H", "C", "C", "C", "O", "C", "N", "H", "H", "H", "H", "H", "H", "H", "H", "H", "H", "H", "C", "C", "C", "O", "C", "N", "H", "H", "H", "H", "H", "H", "H", "H", "H", "H", "H", "C", "C", "C", "O", "C", "N", "H", "H", "H", "H", "H", "H", "H", "H", "H", "H", "H", "C", "C", "C", "O", "C", "N", "H", "H", "H", "H", "H", "H", "H", "H", "H", "H", "H"], "positions_angstrom": [[-0.248, 0.253, 0.539], [-4.669, 0.905, 1.123], [-3.775, -0.108, 1.004], [-4.207, -1.283, 0.885], [-2.523, 0.118, 1.031], [-5.546, 0.555, 1.106], [4.180, 1.124, -0.132], [2.801, 1.068, -0.042], [1.989, 2.276, -0.304], [0.758, 2.126, -0.437], [2.639, 3.498, -0.380], [4.061, 3.710, -0.445], [4.925, 2.365, -0.291], [6.135, 2.453, -0.410], [4.664, 4.802, -0.497], [2.170, 0.039, 0.330], [4.654, 0.172, -0.120], [1.963, 4.349, -0.487], [-3.442, -5.219, -0.487], [-3.091, -3.854, -0.967], [-2.318, -3.091, -0.033], [-2.554, -5.698, -0.111], [-3.812, -5.856, -1.314], [-4.291, -5.221, 0.191], [-3.986, -3.238, -1.183], [-2.549, -3.932, -1.947], [-2.928, -2.391, 0.306], [-1.675, 5.228, 0.220], [-2.236, 3.802, -0.017], [-2.565, 3.310, 1.259], [-2.270, 5.718, 1.014], [-1.803, 5.806, -0.702], [-0.603, 5.162, 0.460], [-1.599, 3.180, -0.560], [-3.207, 3.873, -0.532], [-2.805, 2.386, 1.214], [-3.885, -3.938, 4.554], [-3.606, -3.679, 3.099], [-2.355, -4.267, 2.777], [-3.690, -4.990, 4.693], [-4.936, -3.833, 4.785], [-3.271, -3.346, 5.162], [-3.609, -2.630, 2.815], [-4.382, -4.151, 2.508], [-2.119, -4.088, 1.860], [-1.308, 3.757, -5.807], [-0.103, 2.852, -5.803], [0.746, 3.231, -4.646], [1.420, 4.415, -4.945], [2.066, 4.982, -3.783], [-0.436, 1.428, -5.556], [-1.753, 3.794, -4.841], [-2.054, 3.504, -6.592], [-0.977, 4.742, -6.067], [0.389, 2.867, -6.796], [1.475, 2.488, -4.376], [0.114, 3.353, -3.750], [2.673, 4.194, -3.293], [1.271, 5.418, -3.092], [2.681, 5.777, -4.139], [0.213, 0.832, -6.033], [-1.410, 1.213, -5.857], [-0.695, -1.753, 4.887], [-0.881, -0.847, 3.641], [-0.284, 0.486, 3.912], [-0.301, 1.295, 2.738], [0.487, 2.542, 2.835], [-0.202, -1.438, 2.526], [-1.072, -2.751, 4.710], [-1.318, -1.228, 5.706], [0.309, -1.786, 5.202], [-1.958, -0.687, 3.353], [0.744, 0.541, 4.303], [-0.854, 0.968, 4.713], [0.234, 3.182, 1.997], [1.541, 2.239, 2.831], [0.219, 2.988, 3.781], [-0.612, -2.361, 2.335], [0.815, -1.483, 2.702], [2.598, -3.362, 1.190], [3.612, -2.653, 2.087], [4.935, -2.484, 1.418], [5.950, -2.036, 2.286], [6.380, -0.662, 2.228], [3.033, -1.399, 2.683], [1.952, -2.494, 0.844], [1.909, -3.994, 1.763], [3.015, -3.922, 0.360], [3.799, -3.330, 2.943], [4.866, -1.869, 0.561], [5.176, -3.480, 0.995], [6.611, -0.245, 1.225], [7.290, -0.639, 2.830], [5.538, -0.058, 2.623], [3.732, -1.137, 3.435], [3.167, -0.726, 1.915], [0.545, -2.290, -3.519], [0.151, -1.263, -2.458], [-1.348, -0.847, -2.622], [-1.711, 0.104, -1.574], [-3.035, 0.576, -1.744], [0.294, -1.683, -0.980], [1.602, -2.478, -3.529], [0.329, -1.941, -4.505], [0.020, -3.242, -3.328], [0.682, -0.294, -2.508], [-1.974, -1.728, -2.438], [-1.623, -0.454, -3.597], [-3.756, -0.216, -1.524], [-3.170, 1.056, -2.691], [-3.163, 1.362, -0.975], [-0.254, -2.533, -0.881], [1.287, -1.856, -0.845]], "total_energy_ev": -84196.0950, "charge": -1, "largest_force_ha_per_bohr": 0.07202}


No. 2
{"formula": "C29H68BN6O8P", "method": "ωB97M-V/def2-TZVPD", "symbols": ["C", "C", "C", "C", "B", "C", "O", "C", "C", "O", "C", "C", "P", "C", "C", "H", "H", "H", "H", "H", "H", "H", "H", "H", "H", "H", "H", "H", "H", "H", "H", "H", "H", "H", "H", "H", "H", "H", "H", "H", "H", "C", "O", "N", "C", "C", "H", "H", "H", "H", "H", "H", "H", "C", "O", "N", "C", "C", "H", "H", "H", "H", "H", "H", "H", "C", "O", "N", "C", "C", "H", "H", "H", "H", "H", "H", "H", "C", "O", "N", "C", "C", "H", "H", "H", "H", "H", "H", "H", "C", "O", "N", "C", "C", "H", "H", "H", "H", "H", "H", "H", "C", "O", "N", "C", "C", "H", "H", "H", "H", "H", "H", "H"], "positions_angstrom": [[-1.848, -6.161, -4.557], [-1.945, -5.007, -3.574], [-1.715, -3.686, -4.308], [-0.903, -2.637, -3.546], [0.560, -3.055, -3.206], [0.909, -3.400, -1.671], [1.364, -2.249, -0.940], [2.732, -2.226, -0.585], [2.870, -2.069, 0.923], [2.856, -0.733, 1.378], [4.049, -0.028, 1.139], [3.881, 1.346, 1.742], [1.835, -3.129, -4.668], [2.135, -4.948, -4.948], [3.478, -2.536, -4.004], [-0.833, -6.166, -4.942], [-2.006, -7.119, -4.073], [-2.506, -6.026, -5.406], [-2.911, -5.009, -3.085], [-1.190, -5.226, -2.821], [-1.219, -3.894, -5.253], [-2.682, -3.252, -4.506], [-1.410, -2.281, -2.658], [-0.809, -1.784, -4.222], [-0.009, -3.729, -1.196], [1.594, -4.243, -1.615], [3.197, -1.387, -1.095], [3.257, -3.134, -0.877], [2.004, -2.555, 1.345], [3.762, -2.598, 1.266], [4.902, -0.534, 1.589], [4.248, 0.086, 0.074], [2.878, 1.670, 1.502], [4.603, 2.052, 1.358], [3.930, 1.256, 2.816], [1.935, -5.183, -5.983], [1.493, -5.559, -4.333], [3.168, -5.179, -4.736], [3.907, -1.916, -4.773], [4.130, -3.358, -3.744], [3.311, -1.897, -3.149], [0.718, -7.546, -2.252], [0.500, -6.347, -2.286], [1.704, -8.115, -1.541], [1.921, -9.548, -1.530], [2.576, -7.254, -0.759], [0.109, -8.272, -2.815], [1.827, -9.936, -0.514], [2.920, -9.780, -1.905], [1.186, -10.040, -2.163], [1.993, -6.693, -0.028], [3.081, -6.540, -1.411], [3.317, -7.860, -0.244], [-1.481, 4.000, 2.628], [-1.727, 4.837, 3.490], [-0.346, 3.298, 2.551], [-0.129, 2.313, 1.506], [0.692, 3.533, 3.546], [-2.201, 3.749, 1.833], [0.042, 1.328, 1.945], [0.743, 2.586, 0.909], [-1.002, 2.263, 0.858], [0.299, 3.328, 4.542], [1.011, 4.574, 3.514], [1.546, 2.892, 3.352], [-3.663, 8.435, 3.033], [-4.601, 9.208, 3.132], [-2.455, 8.760, 2.541], [-1.381, 7.787, 2.449], [-2.233, 10.124, 2.095], [-3.729, 7.379, 3.344], [-0.524, 8.117, 3.040], [-1.071, 7.674, 1.406], [-1.721, 6.822, 2.826], [-2.393, 10.821, 2.918], [-2.933, 10.379, 1.298], [-1.215, 10.222, 1.729], [4.973, 3.393, 4.234], [3.984, 4.102, 4.222], [5.729, 3.150, 5.321], [6.894, 2.290, 5.271], [5.356, 3.775, 6.580], [5.341, 2.884, 3.332], [6.770, 1.446, 5.952], [7.788, 2.847, 5.558], [7.029, 1.908, 4.261], [4.351, 3.468, 6.868], [5.362, 4.860, 6.476], [6.060, 3.481, 7.353], [-3.979, -0.760, -4.217], [-3.867, -1.619, -3.364], [-4.357, 0.509, -3.981], [-4.468, 1.490, -5.041], [-4.658, 0.901, -2.614], [-3.765, -0.956, -5.283], [-3.792, 2.327, -4.854], [-5.491, 1.869, -5.099], [-4.208, 1.036, -5.995], [-3.788, 0.752, -1.977], [-5.474, 0.293, -2.221], [-4.941, 1.950, -2.592], [-4.977, 2.532, 0.977], [-3.853, 2.326, 0.550], [-5.404, 2.179, 2.199], [-6.753, 2.452, 2.654], [-4.476, 1.502, 3.092], [-5.753, 3.041, 0.378], [-6.730, 3.089, 3.540], [-7.263, 1.519, 2.903], [-7.313, 2.961, 1.872], [-3.606, 2.132, 3.277], [-4.133, 0.571, 2.639], [-4.972, 1.287, 4.034]], "total_energy_ev": -66459.8871, "largest_force_ha_per_bohr": 0.01861}